{"formula": "C41H54ClN6O3PSTa", "method": "ωB97M-V/def2-TZVPD", "elements": ["Ta", "O", "C", "N", "C", "C", "C", "C", "C", "C", "N", "C", "C", "C", "C", "C", "N", "H", "H", "H", "H", "H", "H", "H", "H", "H", "H", "Cl", "C", "C", "C", "C", "O", "C", "C", "O", "C", "H", "H", "H", "H", "C", "C", "C", "C", "C", "C", "P", "C", "C", "C", "C", "C", "C", "C", "C", "C", "C", "C", "C", "H", "H", "H", "H", "H", "H", "H", "H", "H", "H", "H", "H", "H", "H", "H", "H", "H", "H", "H", "H", "H", "H", "H", "H", "H", "H", "H", "H", "H", "H", "H", "H", "H", "C", "C", "C", "N", "N", "C", "N", "S", "H", "H", "H", "H", "H", "H", "H"], "positions_angstrom": [[-0.851, -0.239, 1.214], [1.956, -2.073, 3.524], [0.860, -1.801, 3.130], [0.478, -0.504, 2.689], [1.081, 0.534, 3.514], [0.211, 1.733, 3.397], [0.377, 2.845, 4.202], [-0.433, 3.945, 4.006], [-1.386, 3.899, 2.991], [-1.497, 2.761, 2.231], [-0.722, 1.670, 2.427], [-0.302, -2.729, 3.149], [-0.276, -3.938, 3.810], [-1.456, -4.671, 3.870], [-2.591, -4.159, 3.262], [-2.515, -2.943, 2.598], [-1.388, -2.236, 2.544], [1.150, 0.200, 4.551], [2.100, 0.771, 3.196], [1.138, 2.834, 4.971], [-0.328, 4.826, 4.625], [-2.035, 4.739, 2.788], [-2.216, 2.719, 1.434], [0.641, -4.267, 4.281], [-1.491, -5.615, 4.397], [-3.535, -4.684, 3.308], [-3.386, -2.517, 2.118], [-7.109, 3.050, -1.274], [-5.562, 2.426, -0.882], [-4.465, 2.710, -1.703], [-3.198, 2.225, -1.418], [-3.007, 1.426, -0.303], [-1.797, 0.931, -0.004], [-4.100, 1.148, 0.541], [-3.918, 0.416, 1.746], [-2.851, -0.104, 2.145], [-5.380, 1.657, 0.244], [-4.616, 3.332, -2.577], [-2.364, 2.471, -2.062], [-4.788, 0.295, 2.400], [-6.215, 1.449, 0.903], [4.884, -1.993, -0.955], [3.682, -2.658, -1.614], [2.528, -1.656, -1.822], [2.589, -0.523, -0.783], [3.067, -1.063, 0.565], [4.529, -1.534, 0.465], [1.078, 0.520, -0.652], [1.706, 2.278, -0.493], [2.964, 2.561, -1.368], [4.240, 2.637, -0.533], [4.195, 3.842, 0.410], [2.765, 4.076, 0.921], [1.963, 2.776, 0.939], [0.210, 0.608, -2.288], [-0.402, -0.673, -2.871], [-1.577, -0.278, -3.778], [-1.261, 1.003, -4.571], [0.244, 1.136, -4.774], [0.986, 1.301, -3.430], [5.207, -1.145, -1.565], [5.730, -2.678, -0.924], [3.362, -3.498, -0.985], [3.958, -3.097, -2.573], [1.568, -2.174, -1.782], [2.593, -1.225, -2.823], [3.344, 0.185, -1.127], [2.419, -1.893, 0.869], [2.968, -0.317, 1.357], [4.688, -2.348, 1.173], [5.198, -0.728, 0.772], [0.871, 2.864, -0.895], [2.811, 3.520, -1.869], [3.083, 1.837, -2.170], [5.105, 2.701, -1.193], [4.365, 1.712, 0.041], [4.545, 4.731, -0.114], [4.879, 3.686, 1.245], [2.244, 4.796, 0.284], [2.781, 4.512, 1.921], [1.018, 2.955, 1.435], [2.515, 2.027, 1.516], [-0.624, 1.264, -2.015], [-0.736, -1.374, -2.115], [0.360, -1.192, -3.455], [-2.476, -0.125, -3.168], [-1.794, -1.099, -4.463], [-1.633, 1.887, -4.042], [-1.778, 0.992, -5.529], [0.475, 1.986, -5.415], [0.613, 0.253, -5.299], [1.110, 2.361, -3.206], [1.986, 0.875, -3.529], [-4.685, -3.751, -0.945], [-3.834, -2.488, -1.072], [-2.410, -2.689, -0.678], [-1.676, -1.834, -0.051], [-0.374, -2.205, 0.147], [-0.123, -3.423, -0.275], [1.031, -4.062, -0.135], [-1.518, -4.129, -1.045], [-5.710, -3.535, -1.236], [-4.694, -4.130, 0.077], [-4.326, -4.544, -1.604], [-4.229, -1.667, -0.470], [-3.832, -2.137, -2.109], [1.835, -3.581, 0.244], [1.185, -4.967, -0.551]], "atomic_forces_ev_per_a": [[-0.6, -1.1, 1.0], [0.0, 0.0, 0.1], [0.0, 0.1, -0.1], [0.2, -0.1, 0.1], [0.0, 0.0, -0.1], [0.0, 0.0, 0.0], [0.0, 0.0, 0.0], [0.0, 0.0, 0.0], [0.0, 0.0, 0.0], [0.0, 0.1, 0.0], [0.2, 0.0, -0.1], [0.0, 0.0, 0.0], [0.0, 0.0, 0.0], [0.0, 0.0, 0.0], [0.0, 0.0, 0.0], [0.0, 0.0, 0.0], [0.1, 0.1, -0.1], [0.0, 0.0, 0.0], [0.0, 0.0, 0.0], [0.0, 0.0, 0.0], [0.0, 0.0, 0.0], [0.0, 0.0, 0.0], [0.0, 0.0, 0.0], [0.0, 0.0, 0.0], [0.0, 0.0, 0.0], [0.0, 0.0, 0.0], [0.0, 0.0, 0.0], [0.0, 0.0, 0.0], [0.0, 0.0, 0.0], [0.0, 0.0, 0.0], [0.0, 0.0, -0.1], [0.0, -0.2, 0.1], [-0.1, 0.7, -0.5], [0.0, 0.0, 0.1], [-0.1, 0.0, 0.0], [0.3, 0.1, -0.2], [0.0, 0.0, 0.0], [0.0, 0.0, 0.0], [0.0, 0.0, 0.0], [0.0, 0.0, 0.0], [0.0, 0.0, 0.0], [0.0, 0.0, 0.0], [0.0, 0.0, 0.0], [0.0, -0.1, 0.0], [0.0, 0.0, 0.1], [0.1, 0.1, 0.0], [0.0, 0.0, 0.0], [0.0, 0.2, -0.1], [0.0, 0.0, 0.0], [0.0, 0.0, 0.0], [0.0, 0.0, 0.0], [0.0, 0.0, 0.0], [0.0, 0.0, 0.0], [0.1, 0.0, -0.1], [0.0, 0.0, 0.0], [0.0, 0.0, 0.0], [0.0, 0.0, 0.0], [0.0, 0.0, 0.0], [0.0, 0.0, 0.0], [0.0, 0.0, 0.0], [0.0, 0.0, 0.0], [0.0, 0.0, 0.0], [0.1, 0.1, -0.1], [0.0, 0.0, 0.0], [0.1, 0.0, 0.0], [0.0, 0.0, 0.0], [0.0, 0.0, 0.0], [0.0, 0.1, 0.0], [0.0, 0.0, 0.0], [0.0, 0.0, 0.0], [0.0, 0.0, 0.0], [0.0, 0.0, 0.0], [0.0, 0.0, 0.0], [0.0, 0.0, 0.0], [0.0, 0.0, 0.0], [0.0, 0.0, 0.0], [0.0, 0.0, 0.0], [0.0, 0.0, 0.0], [0.0, 0.0, 0.0], [0.0, 0.0, 0.0], [-0.1, 0.0, 0.0], [0.0, 0.0, 0.0], [0.1, -0.1, 0.0], [0.0, 0.0, 0.0], [0.0, 0.0, 0.0], [0.0, 0.0, 0.0], [0.0, 0.0, 0.0], [0.0, 0.0, 0.0], [0.0, 0.0, 0.0], [0.0, 0.0, 0.0], [0.0, 0.0, 0.0], [0.0, 0.0, 0.0], [0.0, 0.0, 0.0], [0.0, 0.0, 0.0], [0.0, 0.0, 0.0], [0.0, 0.0, 0.0], [-0.1, -0.2, -0.2], [0.0, 0.4, 0.1], [0.1, -0.1, -0.1], [-0.2, 0.0, 0.1], [0.0, 0.0, 0.0], [0.0, 0.0, 0.0], [0.0, 0.0, 0.0], [0.0, 0.0, 0.0], [0.0, 0.0, 0.0], [0.0, 0.0, 0.0], [-0.1, 0.0, 0.0], [0.0, 0.0, 0.0]], "multiplicity": 1, "total_charge": 3, "e_above_lowest_kcal_mol": 18.9, "molar_mass_g_mol": 958.4, "orbital_gap_ev": 6.7, "total_energy_ev": -92655.9507, "homo_energy_ev": -16.29}

{"formula": "C4H4N2O3", "method": "ωB97M-V/def2-TZVPD", "elements": ["C", "C", "C", "C", "N", "N", "O", "O", "O", "H", "H", "H", "H"], "positions_angstrom": [[-0.723, -0.162, -0.854], [-0.623, 1.309, -1.094], [0.873, 0.897, 0.677], [-0.042, -1.783, 0.842], [-0.359, -0.478, 0.437], [0.376, 1.775, -0.234], [1.637, 0.900, 1.567], [-1.219, -0.907, -1.758], [-1.218, 2.021, -1.844], [-0.623, -2.521, 0.261], [1.066, -1.905, 0.510], [-0.037, -1.834, 2.001], [0.891, 2.689, -0.512]], "atomic_forces_ev_per_a": [[-2.9, -3.8, -1.9], [0.2, 0.7, 0.0], [-3.0, -2.0, 0.3], [3.1, -0.9, 1.0], [1.5, 4.8, -1.9], [2.3, 2.3, -0.3], [0.1, 0.0, -0.8], [1.8, 2.1, 3.1], [0.2, -0.4, 0.0], [0.0, 0.3, 0.7], [-1.6, -0.5, 0.8], [-0.4, -0.3, -2.1], [-1.2, -2.1, 1.1]], "multiplicity": 1, "e_above_lowest_kcal_mol": 35.1, "molar_mass_g_mol": 128.1, "orbital_gap_ev": 9.6, "total_energy_ev": -13334.3381, "homo_energy_ev": -10.07}

{"formula": "C49H33Br2Cl5LaN2O3", "method": "ωB97M-V/def2-TZVPD", "elements": ["La", "O", "C", "C", "C", "C", "C", "C", "C", "C", "C", "O", "C", "C", "C", "C", "C", "C", "C", "C", "C", "C", "C", "C", "N", "C", "C", "C", "C", "C", "C", "C", "C", "C", "C", "C", "C", "H", "H", "H", "H", "H", "H", "H", "H", "H", "H", "H", "H", "H", "H", "H", "H", "H", "H", "H", "H", "H", "H", "H", "H", "H", "H", "H", "C", "C", "C", "C", "C", "C", "Br", "C", "C", "Br", "C", "O", "C", "N", "H", "H", "H", "H", "H", "H", "Cl", "C", "C", "C", "Cl", "C", "Cl", "C", "Cl", "C", "Cl"], "positions_angstrom": [[-0.748, -0.497, 0.009], [1.251, -0.346, -0.860], [2.567, -0.643, -0.585], [2.630, -1.254, 0.849], [2.233, -0.246, 1.899], [3.199, 0.482, 2.580], [2.796, 1.442, 3.487], [1.444, 1.628, 3.718], [0.522, 0.849, 3.030], [-0.957, 0.973, 3.345], [-1.847, 1.668, 2.270], [-2.034, 0.779, 1.235], [-3.210, 2.068, 2.867], [-3.379, 2.611, 4.136], [-4.639, 2.987, 4.590], [-5.750, 2.827, 3.778], [-5.590, 2.285, 2.509], [-4.334, 1.908, 2.061], [-1.163, 2.957, 1.768], [-0.986, 3.178, 0.408], [-0.334, 4.321, -0.047], [0.140, 5.262, 0.851], [-0.050, 5.061, 2.214], [-0.697, 3.922, 2.661], [0.924, -0.051, 2.116], [3.051, -1.629, -1.652], [3.222, -1.150, -2.951], [3.545, -2.005, -3.989], [3.700, -3.368, -3.749], [3.529, -3.856, -2.465], [3.209, -2.989, -1.423], [3.438, 0.620, -0.589], [4.827, 0.545, -0.597], [5.600, 1.694, -0.498], [4.991, 2.938, -0.392], [3.605, 3.021, -0.397], [2.837, 1.869, -0.497], [1.938, -2.098, 0.896], [3.639, -1.615, 1.068], [4.247, 0.308, 2.372], [3.528, 2.043, 4.012], [1.097, 2.360, 4.433], [-1.372, -0.032, 3.454], [-1.036, 1.470, 4.312], [-2.532, 2.754, 4.794], [-4.747, 3.403, 5.585], [-6.732, 3.116, 4.131], [-6.449, 2.147, 1.863], [-4.200, 1.464, 1.084], [-1.369, 2.450, -0.295], [-0.195, 4.461, -1.112], [0.651, 6.149, 0.496], [0.311, 5.792, 2.928], [-0.845, 3.783, 3.726], [3.076, -0.092, -3.141], [3.669, -1.612, -4.991], [3.948, -4.040, -4.561], [3.636, -4.915, -2.266], [3.066, -3.397, -0.431], [5.312, -0.422, -0.687], [6.681, 1.617, -0.508], [5.593, 3.835, -0.315], [3.111, 3.983, -0.319], [1.757, 1.937, -0.508], [-0.206, -2.105, -3.426], [-0.578, -3.238, -2.517], [-0.708, -4.547, -3.042], [-1.080, -5.570, -2.228], [-1.316, -5.329, -0.855], [-1.686, -6.326, 0.082], [-1.942, -8.128, -0.472], [-1.858, -6.010, 1.396], [-1.666, -4.693, 1.840], [-1.892, -4.331, 3.683], [-1.308, -3.647, 0.996], [-1.107, -2.443, 1.387], [-1.145, -4.006, -0.403], [-0.796, -2.988, -1.247], [0.389, -2.470, -4.263], [0.358, -1.341, -2.892], [-1.108, -1.634, -3.825], [-0.509, -4.714, -4.092], [-1.191, -6.574, -2.615], [-2.138, -6.771, 2.111], [0.169, 2.189, -3.033], [-1.458, 1.516, -3.092], [-1.818, 0.569, -2.153], [-3.101, 0.093, -2.299], [-3.645, -1.163, -1.157], [-4.009, 0.495, -3.275], [-5.603, -0.168, -3.370], [-3.595, 1.460, -4.188], [-4.678, 2.006, -5.419], [-2.304, 1.979, -4.100], [-1.796, 3.179, -5.241]], "atomic_forces_ev_per_a": [[-0.6, -1.5, -0.2], [1.6, 0.2, -0.4], [-0.1, 0.1, 0.0], [0.1, 0.1, 0.1], [-0.1, 0.0, -0.1], [0.0, 0.0, 0.0], [0.0, 0.0, 0.0], [0.1, -0.1, 0.1], [-0.2, 0.0, 0.0], [0.2, 0.0, 0.1], [0.0, 0.0, -0.1], [-0.4, 1.3, 1.0], [0.0, -0.1, -0.1], [0.0, 0.0, 0.0], [0.0, 0.0, 0.0], [0.0, 0.0, 0.0], [0.0, 0.0, 0.0], [0.0, 0.0, 0.0], [0.0, 0.0, 0.1], [0.1, 0.0, 0.1], [0.0, -0.1, 0.0], [0.0, 0.0, 0.0], [0.0, 0.0, 0.0], [0.0, 0.0, 0.0], [0.0, 0.2, 0.1], [0.0, 0.0, 0.0], [0.0, 0.0, 0.0], [0.0, 0.0, 0.0], [0.0, 0.0, 0.0], [0.0, 0.0, 0.0], [0.0, 0.0, 0.0], [0.0, 0.1, 0.0], [0.0, 0.0, 0.0], [0.0, 0.0, 0.0], [0.0, 0.0, 0.0], [0.0, 0.0, 0.0], [0.0, 0.0, 0.0], [0.0, 0.0, 0.0], [0.0, 0.0, 0.0], [0.0, 0.0, 0.0], [0.0, 0.0, 0.0], [0.0, 0.0, 0.0], [0.0, 0.0, 0.0], [0.0, 0.0, 0.0], [0.0, 0.0, 0.0], [0.0, 0.0, 0.0], [0.0, 0.0, 0.0], [0.0, 0.0, 0.0], [0.0, 0.0, 0.0], [0.0, 0.0, -0.1], [0.0, 0.0, 0.0], [0.0, 0.0, 0.0], [0.0, 0.0, 0.0], [0.0, 0.0, 0.0], [0.0, 0.0, 0.0], [0.0, 0.0, 0.0], [0.0, 0.0, 0.0], [0.0, 0.0, 0.0], [0.0, 0.0, 0.0], [0.0, 0.0, 0.0], [0.0, 0.0, 0.0], [0.0, 0.0, 0.0], [0.0, 0.0, 0.0], [0.0, 0.0, 0.0], [0.0, 0.0, 0.0], [0.0, 0.0, -0.1], [0.0, 0.1, 0.0], [0.0, 0.0, 0.1], [0.0, -0.1, -0.1], [0.0, 0.1, -0.1], [0.0, 0.0, 0.0], [0.0, 0.1, 0.1], [0.0, -0.2, 0.0], [0.0, 0.1, 0.0], [0.1, 0.1, 0.0], [-0.1, -0.3, 0.0], [0.0, 0.1, 0.0], [0.0, -0.2, 0.1], [0.0, 0.0, 0.0], [0.0, 0.0, 0.0], [0.0, 0.0, 0.0], [0.0, 0.0, 0.0], [0.0, 0.0, 0.0], [0.0, 0.0, 0.0], [-0.1, -0.1, 0.1], [0.1, 0.2, -0.2], [-0.4, 0.3, -0.5], [-0.3, -0.2, 0.0], [0.0, 0.1, -0.1], [0.0, 0.0, 0.0], [0.0, 0.0, 0.0], [0.0, 0.0, 0.0], [0.0, 0.0, 0.0], [0.0, 0.0, 0.0], [0.0, -0.1, 0.1]], "multiplicity": 1, "total_charge": -1, "molar_mass_g_mol": 1173.8, "orbital_gap_ev": 7.4, "total_energy_ev": -264036.6898, "homo_energy_ev": -5.15}

{"formula": "C5H8ClF3NOP", "method": "ωB97M-V/def2-TZVPD", "elements": ["N", "C", "C", "P", "C", "C", "O", "Cl", "C", "F", "F", "F", "H", "H", "H", "H", "H", "H", "H", "H"], "positions_angstrom": [[2.338, 0.171, 1.331], [2.239, -0.420, -0.052], [0.890, -1.253, -0.298], [-0.566, -0.248, -0.976], [-1.787, -0.109, 0.471], [-3.169, -0.866, 0.239], [-3.453, -1.598, -0.716], [-4.446, -0.603, 1.557], [-0.038, 1.579, -1.283], [0.874, 1.722, -2.345], [-1.262, 2.261, -1.606], [0.430, 2.199, -0.074], [1.387, 0.140, 1.747], [2.589, 1.168, 1.256], [2.425, 0.417, -0.807], [3.118, -1.156, -0.142], [0.606, -1.747, 0.706], [1.156, -2.101, -1.028], [-2.041, 1.008, 0.618], [-1.289, -0.565, 1.401]], "atomic_forces_ev_per_a": [[-1.2, 0.1, -0.7], [1.0, -0.3, 0.1], [1.4, 0.2, 0.7], [-0.5, -0.9, -0.9], [-0.4, 0.7, 0.8], [-0.3, -2.0, -3.0], [1.2, 2.9, 3.8], [1.3, 0.0, -0.9], [-0.8, 0.7, 1.0], [-2.0, 0.1, 2.7], [3.0, -1.2, 0.5], [-0.4, -0.5, -2.9], [1.0, 0.2, -0.2], [-0.3, -0.7, 0.1], [-0.5, -1.4, 0.7], [-1.3, 1.0, -0.1], [0.3, 0.7, -1.5], [-0.8, 1.4, 0.9], [0.4, -1.8, 0.1], [-1.0, 0.9, -1.1]], "multiplicity": 1, "e_above_lowest_kcal_mol": 0.0, "molar_mass_g_mol": 221.5, "orbital_gap_ev": 9.8, "total_energy_ev": -38814.4312, "homo_energy_ev": -9.48}